{
  "formula": "C4H10N2O2",
  "method": "ωB97M-V/def2-TZVPD",
  "elements": ["N", "C", "C", "C", "N", "C", "O", "O", "H", "H", "H", "H", "H", "H", "H", "H", "H", "H"],
  "positions_angstrom": [[-2.7551, 0.0730, 0.2969], [-1.4377, 0.6504, 0.4476], [-0.3251, -0.4798, 0.2033], [0.7651, 0.1994, -0.5926], [1.3788, 1.3382, 0.0675], [1.9928, -0.7419, -0.6679], [3.0701, -0.3485, -0.9718], [1.7039, -2.0568, -0.3089], [-3.2592, 0.3101, -0.5370], [-2.8302, -0.8475, 0.7129], [-1.3954, 1.4284, -0.3952], [-1.3859, 1.0582, 1.4610], [0.0035, -0.8575, 1.1511], [-0.7070, -1.2657, -0.4559], [0.5906, 0.5978, -1.6053], [1.3617, 1.3297, 1.1185], [0.8787, 2.2056, -0.0835], [2.3505, -2.5931, 0.1591]],
  "forces_ev_per_a": [[-0.36, 0.20, 0.91], [-0.27, -1.17, -1.75], [-1.71, 2.58, -1.53], [2.29, -0.53, 1.16], [-0.31, 1.79, 2.13], [0.13, -0.93, -0.18], [0.57, -0.56, -0.05], [-0.96, 0.77, -0.12], [-0.02, -0.61, 0.02], [-0.46, 0.24, -0.67], [0.38, -0.71, 1.61], [0.52, 0.41, -0.32], [0.45, -0.33, 0.28], [-0.35, -0.05, 0.58], [-0.69, -0.77, 0.24], [0.16, -0.79, -1.31], [-0.13, -0.05, -0.59], [0.75, 0.50, -0.42]],
  "lowdin_charge": [-0.042, -0.266, -0.146, -0.335, 0.029, -0.460, 0.124, 0.057, 0.058, 0.068, 0.129, 0.097, 0.107, 0.116, 0.165, 0.112, 0.070, 0.117],
  "total_energy_ev": -11384.3565,
  "homo_lumo_gap_ev": 9.376,
  "smiles": "NCC[C@@H](N)C(=O)O",
  "homo_energy_ev": -8.655,
  "relative_energy_ev": 2.546
}

{
  "formula": "C4H10N2O2",
  "method": "ωB97M-V/def2-TZVPD",
  "elements": ["C", "C", "N", "N", "O", "O", "H", "H", "H", "H", "H", "H", "C", "C", "H", "H", "H", "H"],
  "positions_angstrom": [[0.6733, 0.3437, -0.4660], [-0.6244, 0.6170, 0.2362], [1.8046, 0.6073, 0.3599], [-0.5573, 1.2331, 1.4975], [0.6820, 0.9418, -1.7747], [-1.6307, 1.1600, -0.5245], [0.7971, 1.8960, -1.6675], [-1.3721, 1.0597, -1.4545], [2.6607, 0.2478, -0.0404], [1.9007, 1.5881, 0.6001], [-1.4678, 1.3411, 1.9266], [0.1006, 0.7711, 2.1106], [-0.0877, -2.5126, -0.4749], [-1.0483, -2.0937, 0.2055], [-0.9994, -0.7172, 0.3731], [0.5025, -3.3330, -0.8222], [0.6742, -0.7819, -0.6933], [-2.0078, -2.3685, 0.6083]],
  "forces_ev_per_a": [[0.02, -0.43, -0.22], [-0.40, -1.83, 0.03], [-0.09, 0.05, 0.00], [0.05, 0.27, 0.14], [0.04, 0.00, 0.09], [0.01, 0.24, -0.18], [-0.02, -0.06, 0.01], [0.01, 0.01, 0.12], [-0.06, 0.06, 0.01], [0.01, -0.06, 0.00], [0.09, -0.10, -0.04], [-0.07, 0.00, -0.03], [-0.98, 0.15, 1.12], [0.89, -1.06, -1.17], [0.33, 1.60, 0.05], [0.10, 0.14, -0.26], [0.07, 0.64, 0.08], [-0.02, 0.35, 0.24]],
  "lowdin_charge": [-0.442, -0.450, 0.084, 0.102, -0.028, 0.027, 0.100, 0.102, 0.087, 0.084, 0.094, 0.087, -0.005, -0.099, 0.072, 0.031, 0.089, 0.063],
  "total_energy_ev": -11381.0372,
  "homo_lumo_gap_ev": 8.262,
  "homo_energy_ev": -7.449,
  "relative_energy_ev": 5.866
}

{
  "formula": "C4H10N2O2",
  "method": "ωB97M-V/def2-TZVPD",
  "elements": ["C", "N", "C", "C", "O", "H", "H", "H", "H", "H", "N", "C", "O", "H", "H", "H", "H", "H"],
  "positions_angstrom": [[1.1286, 1.2106, 0.2776], [-0.1552, 1.2938, -0.0017], [-1.1413, 0.6896, 0.6779], [-2.4340, 1.4765, 0.7079], [-1.0906, -0.4535, 1.1572], [1.4297, 0.8657, 1.2729], [1.7639, 1.9604, -0.1795], [-2.2520, 2.5341, 0.9058], [-3.1005, 1.1078, 1.4849], [-2.9610, 1.3857, -0.2453], [0.4788, -2.2555, -0.2768], [0.9626, -1.5021, -1.3062], [1.8826, -0.2154, -0.8518], [1.1576, -2.8231, 0.2104], [-0.1569, -1.7342, 0.3521], [0.1869, -0.9476, -1.8267], [1.6355, -2.0409, -1.9751], [2.6653, -0.5519, -0.3836]],
  "forces_ev_per_a": [[-2.30, 0.65, 0.60], [1.71, 1.21, -0.52], [-0.62, -1.24, 0.48], [-0.20, 0.12, 0.40], [-0.07, 0.68, -0.05], [0.12, -0.30, -0.22], [0.19, -0.44, -0.32], [0.11, -0.05, -0.22], [0.09, -0.21, 0.01], [0.22, 0.03, -0.01], [-0.23, -0.02, 0.54], [0.90, 1.37, 0.20], [0.09, -1.50, -0.40], [-0.09, 0.01, -0.06], [0.35, -0.31, -0.23], [0.09, -0.08, -0.02], [-0.10, 0.20, 0.08], [-0.26, -0.11, -0.24]],
  "lowdin_charge": [-0.044, 0.035, -0.550, -0.018, -0.003, 0.107, 0.093, 0.075, 0.074, 0.083, 0.048, -0.189, -0.157, 0.088, 0.051, 0.114, 0.113, 0.082],
  "total_energy_ev": -11383.6496,
  "homo_lumo_gap_ev": 9.831,
  "smiles": "C=NC(C)=O.NCO",
  "homo_energy_ev": -9.143,
  "relative_energy_ev": 3.253
}

Copy entry 1 word for word.
{
  "formula": "C4H10N2O2",
  "method": "ωB97M-V/def2-TZVPD",
  "elements": ["N", "C", "C", "C", "N", "C", "O", "O", "H", "H", "H", "H", "H", "H", "H", "H", "H", "H"],
  "positions_angstrom": [[-2.7551, 0.0730, 0.2969], [-1.4377, 0.6504, 0.4476], [-0.3251, -0.4798, 0.2033], [0.7651, 0.1994, -0.5926], [1.3788, 1.3382, 0.0675], [1.9928, -0.7419, -0.6679], [3.0701, -0.3485, -0.9718], [1.7039, -2.0568, -0.3089], [-3.2592, 0.3101, -0.5370], [-2.8302, -0.8475, 0.7129], [-1.3954, 1.4284, -0.3952], [-1.3859, 1.0582, 1.4610], [0.0035, -0.8575, 1.1511], [-0.7070, -1.2657, -0.4559], [0.5906, 0.5978, -1.6053], [1.3617, 1.3297, 1.1185], [0.8787, 2.2056, -0.0835], [2.3505, -2.5931, 0.1591]],
  "forces_ev_per_a": [[-0.36, 0.20, 0.91], [-0.27, -1.17, -1.75], [-1.71, 2.58, -1.53], [2.29, -0.53, 1.16], [-0.31, 1.79, 2.13], [0.13, -0.93, -0.18], [0.57, -0.56, -0.05], [-0.96, 0.77, -0.12], [-0.02, -0.61, 0.02], [-0.46, 0.24, -0.67], [0.38, -0.71, 1.61], [0.52, 0.41, -0.32], [0.45, -0.33, 0.28], [-0.35, -0.05, 0.58], [-0.69, -0.77, 0.24], [0.16, -0.79, -1.31], [-0.13, -0.05, -0.59], [0.75, 0.50, -0.42]],
  "lowdin_charge": [-0.042, -0.266, -0.146, -0.335, 0.029, -0.460, 0.124, 0.057, 0.058, 0.068, 0.129, 0.097, 0.107, 0.116, 0.165, 0.112, 0.070, 0.117],
  "total_energy_ev": -11384.3565,
  "homo_lumo_gap_ev": 9.376,
  "smiles": "NCC[C@@H](N)C(=O)O",
  "homo_energy_ev": -8.655,
  "relative_energy_ev": 2.546
}

> What is the formula in the second record?

C4H10N2O2